# 1
A structure of composition C9H18, computed with ωB97M-V/def2-TZVPD.

Results
F_max: 0.125 hartree/bohr
HOMO energy: -7.6 eV
E_LUMO: 0.87 eV
Energy relative to the best compared isomer or geometry (same formula, charge and spin): 76.7 kcal/mol

Atoms and positions in Å:
C  -0.835848  0.288832  -0.187944
C  -0.047695  -0.340360  0.818118
C  -0.994961  -0.324059  -1.555046
C  -0.937947  1.796200  -0.184256
C  -2.456771  -0.309039  0.862484
C  0.160347  -1.826365  0.923321
C  2.367131  -0.375336  -1.016346
C  1.655101  0.358939  0.072806
C  2.205789  1.356947  0.746550
H  -0.055672  0.169908  1.776679
H  -0.280949  0.109225  -2.254441
H  -0.889854  -1.405320  -1.560253
H  -1.991058  -0.090412  -1.934273
H  -0.842868  2.198343  0.822575
H  -1.897735  2.102366  -0.601398
H  -0.156565  2.227007  -0.809003
H  -2.643178  -1.353607  0.629157
H  -2.427414  -0.115381  1.931924
H  -3.211451  0.322430  0.401210
H  -0.594334  -2.265938  1.575417
H  0.128554  -2.330679  -0.038992
H  1.136620  -2.020125  1.368644
H  1.943286  -0.146696  -1.997317
H  2.307225  -1.457050  -0.877985
H  3.430529  -0.110429  -1.055445
H  3.249754  1.641906  0.618569
H  1.679965  1.898693  1.525243

Atoms 1-2, force components in eV/Å:
C -5.397 -1.084 1.991
C 6.021 1.431 -1.769


# 2
A structure of composition C28H33F3N4O2PRh, computed with ωB97M-V/def2-TZVPD.

Results
F_max: 0.040 hartree/bohr
HOMO energy: -7.0 eV
E_LUMO: -0.52 eV

Atoms and positions in Å:
Rh  0.280231  0.363787  -0.313142
O  3.107715  3.128995  -1.108997
C  2.458828  2.114059  -1.175355
N  2.090243  1.287348  -0.157919
C  2.934914  0.870708  0.877905
C  4.292373  1.151721  1.008262
C  4.985054  0.711947  2.129267
C  4.324895  0.003572  3.120447
C  2.974726  -0.285170  2.968624
C  2.293715  0.122552  1.828275
N  0.932593  -0.221170  1.597019
C  0.113544  0.050192  2.708468
O  -0.747762  -0.699512  3.095838
C  0.311236  1.357807  3.470181
C  -0.209284  1.469688  4.750989
C  -0.071676  2.677386  5.415495
C  0.557852  3.726841  4.773467
C  1.050639  3.517105  3.489928
N  0.938747  2.355434  2.852366
C  2.014291  1.552925  -2.511736
C  2.621520  1.949474  -3.685714
C  2.337093  1.256435  -4.854247
C  1.445579  0.203283  -4.798856
C  0.852774  -0.100206  -3.583886
N  1.135721  0.556982  -2.457867
H  4.784289  1.740942  0.243924
H  6.041198  0.932931  2.235383
H  4.857613  -0.329678  4.003724
H  2.435639  -0.840166  3.731400
H  -0.704822  0.620053  5.204603
H  -0.453879  2.796266  6.422388
H  0.664936  4.694129  5.249470
H  1.554453  4.309227  2.944657
H  3.313730  2.780695  -3.638064
H  2.816638  1.522224  -5.788043
H  1.197356  -0.375808  -5.679267
H  0.130021  -0.899662  -3.510171
C  -2.970309  -2.339858  1.509920
C  -3.080198  -1.466299  0.263769
C  -3.665842  -0.088100  0.596931
P  -1.513836  -1.202228  -0.688704
C  -2.151895  -1.132730  -2.452765
C  -2.138855  0.282916  -3.043918
C  -3.537643  -1.736133  -2.681806
C  -0.666280  -2.832552  -0.577649
C  -1.415505  -3.977230  -1.254138
C  0.787524  -2.756578  -1.060043
H  -3.928662  -2.303629  2.038446
H  -2.208257  -1.994176  2.188074
H  -2.774487  -3.386004  1.261389
H  -3.747683  -1.984175  -0.420017
H  -3.044974  0.411269  1.341522
H  -4.671799  -0.196517  1.008106
H  -3.723359  0.566481  -0.279152
H  -1.429739  -1.739883  -3.007179
H  -3.011469  0.846819  -2.709203
H  -2.170296  0.234046  -4.137839
H  -1.264035  0.851146  -2.760260
H  -4.307635  -1.154308  -2.171704
H  -3.612413  -2.774954  -2.359921
H  -3.761046  -1.702888  -3.752086
H  -0.639091  -3.013924  0.498885
H  -1.448324  -3.849174  -2.340095
H  -2.439491  -4.073940  -0.886289
H  -0.898657  -4.919087  -1.050569
H  0.844997  -2.659979  -2.149740
H  1.319471  -3.669555  -0.782111
H  1.327902  -1.922541  -0.609568
F  -1.347741  2.149285  1.052324
C  -0.736642  2.087458  -0.133045
F  0.060653  3.144646  -0.241168
F  -1.697116  2.229041  -1.069210

Atoms 1-2, force components in eV/Å:
Rh 2.039 -0.215 0.165
O 0.684 0.322 -0.132


# 3
A structure of composition C30H48O12Si2, computed with ωB97M-V/def2-TZVPD.

Results
F_max: 0.027 hartree/bohr
HOMO energy: -9.2 eV
E_LUMO: 0.53 eV

Atoms and positions in Å:
C  4.417820  1.000443  -4.851823
C  3.918465  1.598625  -3.518017
C  4.715518  0.961699  -2.363066
Si  6.539882  1.383956  -2.384192
O  7.195749  1.236270  -0.843139
Si  8.523586  2.187017  -0.515773
O  4.101796  2.999652  -3.581826
C  3.051071  3.764109  -3.015508
C  2.633976  3.348087  -1.622263
C  3.409982  3.659181  -0.509516
C  2.996997  3.219312  0.741621
C  1.815538  2.505263  0.891922
C  1.025168  2.206561  -0.210116
C  1.450320  2.635132  -1.463125
H  4.974876  0.081888  -4.700500
H  3.549647  0.722309  -5.449090
H  4.966157  1.732758  -5.435815
H  2.876154  1.297608  -3.426181
H  4.553709  -0.113525  -2.436301
H  4.315716  1.272106  -1.394976
H  6.784617  2.740141  -2.907831
H  7.247867  0.387984  -3.224862
H  9.700660  1.780067  -1.307323
H  8.211695  3.596342  -0.840292
H  8.796386  2.126119  0.931217
H  2.178770  3.784852  -3.671147
H  3.403253  4.792434  -2.946190
H  4.316409  4.233657  -0.635394
H  3.626005  3.450320  1.588218
H  1.501973  2.169570  1.870853
H  0.116101  1.634771  -0.107497
H  0.866191  2.393854  -2.339779
O  -0.003277  2.284373  -4.858175
C  -0.893288  1.521421  -4.611078
O  -0.692771  0.418442  -3.865463
C  -1.896639  -0.373507  -3.795904
C  -3.023204  0.601441  -4.107608
C  -2.340606  1.583571  -5.064539
H  -1.825378  -1.175710  -4.534361
H  -1.969284  -0.807034  -2.801454
H  -3.907665  0.117087  -4.515137
H  -3.318207  1.127558  -3.197417
H  -2.394560  1.254750  -6.103271
H  -2.727681  2.594505  -4.973942
O  -2.360140  -1.724895  -1.085749
C  -3.211120  -1.224260  -0.398735
O  -4.510347  -1.221671  -0.736402
C  -5.272994  -0.455669  0.227750
C  -4.418614  -0.448710  1.484214
C  -3.004658  -0.488852  0.907812
H  -5.422343  0.550465  -0.175488
H  -6.243019  -0.933070  0.380354
H  -4.611801  0.405944  2.129894
H  -4.605598  -1.354087  2.060487
H  -2.620032  0.509721  0.688749
H  -2.304077  -1.027111  1.541277
O  -7.349428  -2.262351  1.400971
C  -7.516033  -2.603550  2.537563
O  -6.537400  -2.548965  3.466250
C  -6.993609  -3.122008  4.706101
C  -8.512396  -3.035905  4.646673
C  -8.777038  -3.181145  3.148934
H  -6.636184  -4.151975  4.760600
H  -6.569394  -2.559210  5.533490
H  -9.008166  -3.783250  5.262313
H  -8.840839  -2.051763  4.983298
H  -8.862687  -4.225259  2.845018
H  -9.650707  -2.625565  2.821316
O  -0.180026  -2.843999  1.468963
C  0.804758  -2.755495  0.791838
O  1.997087  -3.272493  1.173469
C  3.017269  -2.917419  0.220387
C  2.268292  -2.608176  -1.068240
C  0.949169  -2.049316  -0.539404
H  3.559373  -2.050092  0.603694
H  3.711364  -3.748116  0.118780
H  2.808475  -1.929759  -1.725811
H  2.080149  -3.530923  -1.619016
H  1.004470  -0.973841  -0.358002
H  0.107142  -2.273215  -1.186752
O  -0.358105  1.617683  6.258942
C  0.051050  0.648398  5.691021
O  -0.626073  0.045756  4.685750
C  0.057996  -1.154506  4.270895
C  1.501020  -0.960736  4.714876
C  1.333473  -0.113474  5.975078
H  -0.415530  -2.009070  4.757985
H  -0.035913  -1.269624  3.196760
H  2.028767  -1.898749  4.873437
H  2.047111  -0.391487  3.960424
H  1.183222  -0.726122  6.865038
H  2.159639  0.573946  6.131659

Atoms 1-2, force components in eV/Å:
C -0.897 0.028 -0.071
C 0.915 -0.914 -0.537


> Which value of F_max does entry 1 give?

0.125 hartree/bohr